Below is a structure of composition C19H37BrPbSi4Te in a non-equilibrium geometry, with properties calculated with wB97M-V/def2-TZVPD.

XYZ file:
```
63
Properties=species:S:1:pos:R:3:forces:R:3
C -1.9540 -3.0838 -4.3180 1.176 -0.021 0.490
C -0.5566 -3.0333 -4.0682 -0.986 0.110 -0.328
C -0.3367 -3.4032 -2.7055 0.198 1.384 0.519
H 0.2126 -2.7550 -4.7818 -0.154 -0.129 0.133
C -1.6196 -3.6421 -2.1049 -0.841 0.289 -0.574
C -2.6067 -3.4639 -3.1112 0.903 -0.001 0.751
H -3.6786 -3.5940 -2.9825 0.259 0.041 0.017
H -2.4386 -2.8657 -5.2673 0.140 -0.066 0.236
H 0.6336 -3.5564 -2.2255 -0.232 -0.363 -0.265
H -1.7911 -3.9360 -1.0734 0.003 -0.065 -0.215
Pb 0.2184 -0.6516 -1.6645 -0.777 -1.251 -1.942
Br 1.4136 0.1097 -3.9220 0.155 0.159 0.094
C -2.9684 1.5471 -2.7007 2.465 0.658 -2.210
C -4.0158 0.5743 -2.6977 -0.765 -1.683 -1.896
C -4.0153 -0.0817 -3.9611 -0.215 0.625 1.273
H -4.6745 0.3663 -1.8592 0.085 0.005 -0.250
C -2.9693 0.4805 -4.7506 -0.528 -0.646 0.550
C -2.2994 1.4637 -3.9647 -0.507 0.957 2.644
H -1.4320 2.0447 -4.2622 -0.247 -0.094 0.022
H -2.7087 2.2186 -1.8820 -0.097 -0.207 -0.289
H -4.6804 -0.8824 -4.2622 0.143 0.168 0.066
H -2.6878 0.1767 -5.7571 -0.126 0.089 0.293
C 1.0606 -2.9647 1.9753 0.168 -0.106 0.001
Si 2.0093 -1.4418 1.4393 -0.423 -0.142 0.235
C 3.2674 -0.9315 2.7332 0.171 -0.136 -0.070
C 2.8857 -1.7779 -0.1900 0.101 -0.039 -0.052
Si 0.5232 0.3475 1.2319 0.037 -0.175 0.257
Te -1.8552 -0.2707 0.8325 -0.193 -0.480 -1.247
Si -0.6021 0.8197 3.2066 1.061 0.766 1.656
C 0.7446 1.3849 4.4542 -0.287 0.047 0.022
C -1.6463 2.3473 2.8558 -0.381 0.029 0.257
C -1.4685 -0.5605 4.1607 -0.234 0.059 -0.018
Si 1.6002 2.2693 0.3593 -0.192 0.281 -0.133
C 2.2611 3.2531 1.8140 -0.108 0.124 0.028
C 3.1244 1.9183 -0.6776 -0.052 -0.243 -0.203
C 0.3065 3.2300 -0.6009 0.123 0.195 -0.012
H 1.7720 -3.7971 2.0797 -0.236 0.073 0.013
H 0.2981 -3.2451 1.2369 0.135 0.035 0.156
H 0.5658 -2.8057 2.9417 0.070 -0.054 -0.200
H 4.0103 -1.7372 2.8273 -0.061 0.234 0.046
H 3.7883 -0.0102 2.4409 -0.055 -0.171 0.121
H 2.7988 -0.7788 3.7126 0.114 -0.028 -0.230
H 2.2201 -2.0548 -1.0255 0.319 -0.135 0.223
H 3.4950 -0.9244 -0.5080 -0.071 -0.178 -0.010
H 3.5462 -2.6417 -0.0307 -0.057 0.146 -0.153
H 1.3508 2.2244 4.1008 -0.141 -0.187 0.017
H 0.2380 1.7100 5.3737 0.083 -0.050 -0.083
H 1.4230 0.5692 4.7260 -0.147 0.081 -0.055
H -2.4441 2.1812 2.1210 0.203 0.155 0.259
H -2.1097 2.6526 3.8033 0.027 0.100 -0.143
H -1.0196 3.1756 2.5007 -0.058 -0.177 0.071
H -2.3113 -1.0393 3.6550 0.172 0.088 0.106
H -0.7499 -1.3395 4.4394 -0.054 0.122 -0.069
H -1.8423 -0.1078 5.0878 0.065 -0.074 -0.035
H 2.9545 2.6432 2.4086 -0.155 0.182 -0.065
H 2.8135 4.1191 1.4206 -0.100 -0.172 0.115
H 1.4549 3.6190 2.4586 0.212 -0.012 -0.037
H 2.9057 1.3541 -1.5941 0.126 0.099 0.153
H 3.5647 2.8817 -0.9810 -0.129 -0.238 0.113
H 3.8744 1.3733 -0.0881 -0.103 0.121 -0.155
H -0.0515 2.6860 -1.4873 0.079 0.128 0.189
H -0.5536 3.4575 0.0425 0.120 -0.045 -0.176
H 0.7522 4.1793 -0.9346 -0.198 -0.183 -0.009
```
Positions in Å, forces in eV/Å.

Output
2S+1 = 1
ΔE to the lowest compared entry with this formula, charge and spin = 3.8 kcal per mole
net charge = 0